*one*
This record from OMol25 describes a cluster of 2 separate species, C2H3N4O7 in total. The level of theory is wB97M-V/def2-TZVPD.

Last column: Löwdin charge in e.
Atoms and positions in Å:
C  -1.704  1.042  -0.188  0.05
C  0.876  -1.239  -0.374  -0.26
N  -1.849  1.723  0.875  0.08
N  1.121  -2.628  -0.407  -0.33
N  1.604  -0.295  -1.057  -0.35
N  -1.019  2.640  1.384  -0.49
O  2.117  -3.093  -1.014  0.00
O  2.605  -0.638  -1.687  0.02
O  -0.242  2.263  2.226  0.08
O  0.289  -3.285  0.307  -0.06
O  1.211  0.892  -0.902  -0.04
O  -1.213  3.789  1.033  0.04
O  -0.230  -0.825  0.279  0.00
H  -0.702  1.072  -0.713  0.09
H  -2.422  0.371  -0.381  0.05
H  -0.441  -1.787  0.618  0.13

Total charge   -1
HOMO-LUMO gap (spin up / spin down)   0.289 / 0.289 Ha
2S+1   1
LUMO level (spin up / spin down)   0.123 / 0.123 hartree



*two*
This record from OMol25 describes a structure of composition C2H3N4O7. The level of theory is wB97M-V/def2-TZVPD.

Last column: Löwdin charge in e.
Atoms and positions in Å:
C  0.346  -0.883  -0.853  0.02
C  -0.870  0.094  0.386  -0.35
N  1.449  -0.107  -0.916  0.04
N  -0.661  1.412  -0.096  -0.37
N  -2.018  -0.638  0.045  -0.41
N  2.330  0.141  -0.041  -0.49
O  -1.238  1.672  -1.135  0.07
O  -2.583  -0.556  -1.003  0.06
O  2.024  0.170  1.185  -0.04
O  0.144  2.119  0.436  0.11
O  -2.487  -1.360  0.863  0.09
O  3.440  0.447  -0.373  0.03
O  -0.466  -0.126  1.691  -0.01
H  0.321  -1.675  -0.181  0.10
H  -0.302  -0.925  -1.640  0.07
H  0.569  0.215  1.631  0.10

Total charge   -1
HOMO-LUMO gap   0.297 Ha
2S+1   1
LUMO level   0.116 hartree



Most stable to least stable: *one*, *two*